1.
Here is a structure of composition C18H24IrN2PSSe5Te from the Open Molecules 2025 dataset. Energies are from ωB97M-V with the def2-TZVPD basis set.

The geometry in XYZ format:
```
53
Properties=species:S:1:pos:R:3
Ir -1.101 0.493 0.948
C -2.822 -2.038 1.166
C -3.635 -0.956 0.457
N -3.226 0.397 0.893
C -3.831 0.936 2.126
C -3.250 0.336 3.388
S -1.420 0.369 3.333
C -0.987 -1.382 3.633
C -0.633 -2.161 2.367
N -1.384 -1.681 1.198
H -2.970 -2.985 0.644
H -3.164 -2.185 2.189
H -4.705 -1.109 0.618
H -3.441 -1.020 -0.613
H -3.468 1.065 0.162
H -4.918 0.811 2.116
H -3.613 2.005 2.120
H -3.586 -0.678 3.596
H -3.549 0.959 4.230
H -1.806 -1.811 4.210
H -0.114 -1.360 4.284
H -0.773 -3.233 2.533
H 0.417 -1.991 2.138
H -0.926 -2.037 0.362
Se 1.392 0.223 0.868
P 1.140 0.182 -1.303
Se -1.031 0.066 -1.553
C 1.795 1.712 -2.003
C 0.987 2.572 -2.738
C 1.487 3.794 -3.164
C 2.788 4.158 -2.856
C 3.597 3.301 -2.121
C 3.102 2.085 -1.687
C 1.996 -1.228 -2.036
C 1.310 -2.157 -2.810
C 1.961 -3.294 -3.268
C 3.294 -3.505 -2.951
C 3.985 -2.573 -2.187
C 3.339 -1.441 -1.723
H -0.032 2.296 -2.972
H 0.851 4.466 -3.724
H 3.172 5.117 -3.180
H 4.610 3.588 -1.872
H 3.731 1.443 -1.083
H 0.269 -1.996 -3.060
H 1.423 -4.016 -3.867
H 3.796 -4.400 -3.294
H 5.027 -2.733 -1.945
H 3.882 -0.736 -1.105
Se -1.198 2.859 0.420
Se -0.997 4.081 2.386
Te 1.422 3.848 3.131
Se 1.806 1.544 3.599
```

Properties
HOMO (alpha / beta): -9.98 / -9.98 eV
ΔE to the lowest compared entry with this formula, charge and spin: 34.7 kJ/mol
2S+1: 2
Orbital gap (alpha / beta): 7.319 / 5.805 eV
<S²>: 0.7568
LUMO (alpha / beta): -2.665 / -4.172 eV
Net charge: +1

---

2.
Here is an isolated molecule of C18H24N2O2 from the Open Molecules 2025 dataset. Energies are from ωB97M-V with the def2-TZVPD basis set.

The geometry in XYZ format:
```
46
Properties=species:S:1:pos:R:3
C -4.858 -1.379 1.560
C -3.842 -1.004 0.543
N -3.678 0.246 0.144
N -2.699 0.230 -0.771
C -2.252 1.474 -1.331
C -1.747 2.409 -0.213
O -2.782 2.786 0.644
C -0.605 1.733 0.569
O 0.418 1.415 -0.348
C 1.557 0.816 0.116
C 1.787 0.466 1.440
C 2.981 -0.144 1.806
C 3.938 -0.397 0.848
C 3.706 -0.047 -0.481
C 2.527 0.551 -0.857
C 4.879 -0.429 -1.336
C 6.001 -0.653 -0.310
C 5.286 -1.040 0.994
C -2.214 -1.021 -0.961
C -1.109 -1.313 -1.910
C -2.939 -1.855 -0.128
C -2.832 -3.330 0.049
H -5.564 -2.096 1.144
H -4.379 -1.840 2.424
H -5.398 -0.493 1.882
H -1.450 1.284 -2.043
H -3.091 1.964 -1.837
H -1.358 3.326 -0.672
H -3.344 1.996 0.785
H -0.245 2.428 1.338
H -0.983 0.828 1.064
H 1.048 0.666 2.199
H 3.149 -0.409 2.839
H 2.331 0.834 -1.880
H 5.130 0.335 -2.071
H 4.653 -1.353 -1.875
H 6.714 -1.410 -0.634
H 6.544 0.282 -0.160
H 5.822 -0.700 1.880
H 5.171 -2.126 1.068
H -0.851 -2.367 -1.863
H -0.223 -0.729 -1.662
H -1.403 -1.076 -2.933
H -3.734 -3.823 -0.314
H -1.979 -3.727 -0.495
H -2.718 -3.578 1.104
```

Properties
HOMO: -8.30 eV
ΔE to the lowest compared entry with this formula, charge and spin: 182.2 kJ/mol
SMILES string: Cc1nn(C[C@@H](O)COc2ccc3c(c2)CCC3)c(C)c1C
2S+1: 1
Orbital gap: 9.073 eV
LUMO: 0.776 eV

---

3.
Here is an isolated molecule of C18H24N2O4 from the Open Molecules 2025 dataset. Energies are from ωB97M-V with the def2-TZVPD basis set.

The geometry in XYZ format:
```
48
Properties=species:S:1:pos:R:3
C -7.694 -0.862 -0.135
C -6.835 0.379 0.060
O -5.486 0.153 -0.343
C -4.696 -0.467 0.567
O -5.054 -0.750 1.687
N -3.471 -0.750 0.069
C -2.986 -0.300 -1.214
C -1.926 0.788 -1.025
C -0.792 0.253 -0.143
N 0.228 1.258 0.064
C 1.459 1.183 -0.485
O 1.804 0.267 -1.203
C 2.361 2.361 -0.143
C 3.824 1.974 -0.345
C 4.278 1.032 0.758
O 3.957 1.208 1.912
C 5.175 -0.075 0.349
C 6.282 -0.370 1.141
C 7.141 -1.393 0.785
C 6.884 -2.149 -0.348
C 5.763 -1.884 -1.118
C 4.912 -0.847 -0.781
C -1.363 -0.230 1.192
C -2.448 -1.279 0.944
H -7.338 -1.660 0.512
H -7.646 -1.196 -1.169
H -8.726 -0.636 0.119
H -6.847 0.683 1.112
H -7.181 1.201 -0.570
H -3.824 0.074 -1.800
H -2.541 -1.156 -1.734
H -1.531 1.092 -1.995
H -2.382 1.658 -0.547
H -0.292 -0.575 -0.658
H -0.008 2.040 0.655
H 2.093 3.196 -0.796
H 2.203 2.660 0.894
H 3.963 1.523 -1.325
H 4.457 2.863 -0.278
H 6.463 0.221 2.027
H 8.007 -1.606 1.393
H 7.551 -2.952 -0.624
H 5.551 -2.489 -1.988
H 4.018 -0.667 -1.360
H -0.570 -0.656 1.806
H -1.799 0.616 1.728
H -2.927 -1.570 1.879
H -2.008 -2.165 0.472
```

Properties
HOMO: -9.32 eV
ΔE to the lowest compared entry with this formula, charge and spin: 26.2 kJ/mol
SMILES string: CCOC(=O)N1CCC(NC(=O)CCC(=O)c2ccccc2)CC1
2S+1: 1
Orbital gap: 9.950 eV
LUMO: 0.634 eV